A molecular structure, C17H36FN2O20S3. Source: the OMol25 dataset; level of theory: wB97M-V/def2-TZVPD.

Output
- Gap between HOMO and LUMO: 7.944 eV
- Net charge: -1
- Total energy: -3578.179066 a.u.
- Multiplicity: 1

Structure (XYZ):
```
79
Properties=species:S:1:pos:R:3:forces:R:3
C 4.017366 0.324204 -0.167967 -0.030 -0.025 -0.058
C 3.780528 -0.713568 0.938957 -0.034 0.038 -0.049
O 4.662194 -0.494368 2.051581 0.005 -0.010 0.008
C 2.333143 -0.714116 1.420518 0.045 0.077 -0.017
N 1.422451 -1.272643 0.429830 0.155 -0.037 -0.096
C 0.521533 -2.328910 0.877628 0.044 0.024 -0.037
C -0.955809 -1.989803 0.677429 -0.020 -0.136 -0.021
O -1.696037 -1.766147 1.890430 -0.114 0.200 -0.062
S -1.230274 -0.647459 2.937714 0.127 -0.120 0.046
O -2.445079 -0.127150 3.473240 -0.134 0.006 0.126
O -0.303925 -1.278953 3.823267 0.116 0.069 0.117
N -0.393102 0.396872 2.066450 -0.156 0.108 -0.117
S -0.979458 1.312298 0.961661 -0.063 0.079 0.426
O -2.397058 1.308255 0.777601 -0.084 0.023 -0.093
O -0.126710 1.345511 -0.191890 0.114 0.066 -0.134
S -0.527100 3.249997 1.879862 -0.086 0.090 -0.152
O 0.806451 3.274429 2.375384 0.115 -0.014 0.031
O -1.618644 3.746836 2.644115 -0.029 -0.034 0.096
F -0.503453 4.127094 0.555636 -0.035 -0.027 -0.007
H 4.377221 -0.127915 -1.092508 0.015 -0.018 0.022
H 3.103991 0.873947 -0.405701 0.004 -0.004 0.029
H 4.776421 1.034408 0.160018 -0.005 0.004 -0.026
H 4.019942 -1.710977 0.566207 0.046 -0.009 0.095
H 4.259525 0.181466 2.608581 0.003 0.019 -0.025
H 2.047671 0.320917 1.653379 0.056 -0.072 0.071
H 2.268651 -1.273837 2.357848 0.009 -0.053 -0.053
H 0.896037 -0.525241 -0.002936 0.123 -0.081 0.020
H 0.679747 -2.531533 1.939369 -0.016 -0.080 -0.040
H 0.725747 -3.261827 0.339422 0.038 0.027 -0.025
H -1.070261 -1.117866 0.027067 -0.011 -0.119 -0.025
H -1.496919 -2.814009 0.215024 0.012 -0.015 0.032
C 8.909752 0.949235 -2.991757 -0.004 0.050 -0.079
O 9.446578 1.361691 -1.727750 -0.037 -0.012 0.046
C 8.516671 1.588678 -0.798440 -0.047 0.013 0.077
O 7.327199 1.500858 -0.954812 0.056 0.004 -0.080
O 9.123816 1.931155 0.338872 -0.015 -0.020 -0.045
C 8.216652 2.170915 1.425800 0.007 -0.013 0.012
H 9.765304 0.834041 -3.649949 0.005 -0.006 0.016
H 8.377337 0.005552 -2.886945 -0.006 0.003 0.006
H 8.232649 1.702137 -3.389651 0.007 -0.010 -0.006
H 7.628214 1.279525 1.636266 -0.010 0.002 -0.007
H 7.545121 2.992989 1.185370 0.000 -0.001 -0.001
H 8.844707 2.426385 2.273594 -0.004 -0.002 -0.001
C -8.053021 -3.642348 -0.457589 -0.004 -0.007 -0.017
O -6.916470 -2.785198 -0.401426 0.028 0.039 0.045
C -6.453110 -2.556525 0.838984 -0.001 -0.077 0.030
O -6.928928 -3.033554 1.842955 0.005 0.029 -0.075
O -5.415224 -1.752999 0.758033 -0.025 -0.015 -0.004
C -4.792316 -1.414727 2.019396 -0.057 0.014 -0.004
H -8.293330 -3.739431 -1.512617 0.001 -0.005 0.007
H -7.825403 -4.617707 -0.029160 -0.001 0.006 0.008
H -8.895427 -3.205679 0.077944 0.005 0.004 0.003
H -4.436000 -2.317791 2.508862 -0.017 0.008 0.011
H -5.505900 -0.897639 2.657043 -0.015 -0.019 -0.004
H -3.957587 -0.771599 1.782742 -0.085 0.051 -0.084
C -9.534905 -2.947623 3.508790 -0.007 0.008 0.021
O -10.880210 -2.607818 3.895522 -0.004 0.015 0.030
C -11.187285 -1.324793 3.753670 -0.034 0.028 -0.071
O -10.468482 -0.458616 3.327543 -0.024 -0.051 0.041
O -12.453328 -1.146676 4.156875 0.057 -0.009 0.001
C -12.910242 0.203892 4.051741 -0.011 -0.009 0.008
H -9.454078 -4.018155 3.664943 0.022 0.006 -0.011
H -9.353683 -2.700271 2.467898 -0.024 0.017 0.007
H -8.814673 -2.416174 4.126036 0.003 0.008 -0.013
H -12.870746 0.543220 3.017988 0.005 -0.002 0.002
H -12.299854 0.864293 4.665316 0.002 -0.002 -0.004
H -13.935592 0.192155 4.409442 0.005 0.004 -0.002
C 7.872153 1.383473 -8.574785 -0.013 0.006 -0.009
O 6.749162 2.201504 -8.232826 0.008 0.022 0.029
C 6.731385 2.602607 -6.960070 -0.033 0.007 0.065
O 7.563856 2.336573 -6.130259 0.012 -0.020 -0.032
O 5.644001 3.341133 -6.764868 0.044 -0.040 -0.023
C 5.479369 3.809489 -5.417466 -0.016 0.002 0.006
H 7.744776 1.142143 -9.625499 0.005 -0.002 0.005
H 8.802611 1.926259 -8.417646 -0.001 -0.002 0.005
H 7.880221 0.476009 -7.973681 0.002 0.004 0.003
H 6.321493 4.435176 -5.128482 0.000 -0.004 0.000
H 5.398650 2.969893 -4.730066 0.004 0.003 -0.001
H 4.559326 4.384427 -5.423101 0.005 -0.004 0.006
```
Positions in Å, forces in eV/Å.